Entry 1:
{"formula": "C46H112O22S3", "method": "the ωB97M-V functional and the def2-TZVPD basis", "elements": ["C", "C", "O", "C", "C", "H", "H", "H", "H", "H", "H", "H", "H", "H", "H", "C", "C", "O", "C", "C", "H", "H", "H", "H", "H", "H", "H", "H", "H", "H", "C", "C", "O", "C", "C", "H", "H", "H", "H", "H", "H", "H", "H", "H", "H", "C", "C", "O", "C", "C", "H", "H", "H", "H", "H", "H", "H", "H", "H", "H", "C", "C", "O", "C", "C", "H", "H", "H", "H", "H", "H", "H", "H", "H", "H", "C", "C", "O", "C", "C", "H", "H", "H", "H", "H", "H", "H", "H", "H", "H", "C", "C", "O", "C", "C", "H", "H", "H", "H", "H", "H", "H", "H", "H", "H", "C", "C", "O", "C", "C", "H", "H", "H", "H", "H", "H", "H", "H", "H", "H", "C", "C", "O", "C", "C", "H", "H", "H", "H", "H", "H", "H", "H", "H", "H", "C", "C", "O", "C", "C", "H", "H", "H", "H", "H", "H", "H", "H", "H", "H", "C", "C", "O", "S", "O", "O", "O", "H", "H", "H", "H", "C", "C", "O", "S", "O", "O", "O", "H", "H", "H", "H", "C", "C", "O", "S", "O", "O", "O", "H", "H", "H", "H"], "coordinates": [[-6.1559, -0.5133, 4.1417], [-4.8798, -0.0456, 3.4776], [-4.9697, -0.2750, 2.0496], [-5.9236, 0.4234, 1.3041], [-6.8987, -0.6301, 0.6524], [-7.0856, -0.0578, 3.9062], [-6.2277, -1.5624, 4.0056], [-6.0700, -0.3168, 5.2045], [-4.7701, 1.0594, 3.6233], [-4.0396, -0.5252, 3.9399], [-6.5028, 1.1293, 1.9486], [-5.3812, 1.1135, 0.5256], [-7.4592, -1.0485, 1.4027], [-6.2540, -1.3361, 0.1207], [-7.6275, -0.1220, -0.0888], [3.5470, 5.8291, -0.3205], [3.0146, 5.1805, 0.9373], [3.8670, 4.0004, 1.1462], [4.0465, 3.5519, 2.4760], [2.8305, 2.6999, 2.9742], [3.7117, 5.0960, -1.1339], [2.8585, 6.5162, -0.7370], [4.5001, 6.3360, -0.1825], [3.0672, 5.9001, 1.7033], [1.9798, 4.8734, 0.8759], [4.9726, 2.9870, 2.4372], [4.3095, 4.3714, 3.1590], [2.0081, 3.2362, 3.4359], [3.2080, 1.9072, 3.6941], [2.3631, 2.2754, 2.0601], [-2.0727, -4.1891, 5.2958], [-1.5868, -3.3537, 4.0682], [-2.5991, -2.4795, 3.6101], [-2.3972, -2.0244, 2.3094], [-2.9429, -2.9686, 1.2983], [-1.2594, -4.8618, 5.6222], [-2.1948, -3.5539, 6.1785], [-2.9595, -4.7810, 5.0987], [-0.6780, -2.7633, 4.2799], [-1.3587, -4.0899, 3.3161], [-2.9012, -1.0493, 2.2247], [-1.2969, -1.9670, 2.2448], [-2.5966, -3.9496, 1.5509], [-2.5392, -2.7408, 0.3676], [-4.0459, -2.9264, 1.3800], [-2.2943, 6.8749, -4.0507], [-2.1721, 5.6933, -3.0744], [-0.9273, 5.0712, -3.3259], [-0.4117, 4.1395, -2.2561], [0.9440, 3.5353, -2.6870], [-1.9443, 6.6521, -5.0271], [-3.2732, 7.1059, -3.9706], [-1.7506, 7.7407, -3.7049], [-2.1882, 6.1258, -2.0621], [-2.9825, 5.0204, -3.2620], [-0.5086, 4.6614, -1.3105], [-1.1467, 3.3413, -2.2326], [1.7715, 4.2503, -2.6555], [0.8397, 3.0712, -3.6894], [1.2013, 2.7481, -1.9510], [-3.0735, 1.0831, 8.3894], [-2.2744, 0.1584, 7.4670], [-2.0761, 0.8285, 6.2363], [-1.3496, 0.0204, 5.3082], [-0.9596, 0.7579, 4.0714], [-3.5566, 0.4230, 9.1263], [-2.4009, 1.6787, 8.9302], [-3.8005, 1.6450, 7.7705], [-1.2646, -0.0303, 7.8805], [-2.7482, -0.8672, 7.3242], [-0.4442, -0.4392, 5.7977], [-2.0190, -0.8499, 5.1063], [-0.4939, 0.1352, 3.3118], [-0.2153, 1.5593, 4.3542], [-1.8876, 1.0525, 3.5895], [0.8554, -0.3152, 0.6773], [-0.3177, 0.5866, 0.2835], [-1.3190, -0.1643, -0.4241], [-2.4065, 0.6357, -0.7769], [-3.5321, -0.2310, -1.3707], [0.5512, -1.1677, 1.3234], [1.2106, -0.7421, -0.2279], [1.6762, 0.3152, 1.1120], [-0.8266, 1.0275, 1.1678], [0.0171, 1.4131, -0.3614], [-2.7854, 1.2056, 0.0527], [-2.1652, 1.2989, -1.5917], [-4.3570, 0.4157, -1.6002], [-3.8978, -0.8756, -0.6001], [-3.0769, -0.7570, -2.2396], [-4.8771, 3.6257, 1.1717], [-3.8450, 4.7187, 1.1637], [-3.4551, 5.0622, 2.5468], [-2.3543, 5.9969, 2.5350], [-2.3061, 6.6995, 3.8815], [-4.4345, 2.6205, 1.3355], [-5.6439, 3.8669, 1.9288], [-5.4638, 3.5132, 0.2265], [-2.9889, 4.3916, 0.5295], [-4.2657, 5.5841, 0.6607], [-1.3993, 5.4781, 2.3149], [-2.5255, 6.7355, 1.7441], [-2.6601, 5.9492, 4.6758], [-3.0277, 7.5756, 3.9006], [-1.2192, 6.9190, 4.0929], [-1.5505, -0.5528, -5.3133], [-0.8920, -1.0526, -6.6128], [-0.2896, -2.3051, -6.3923], [0.4018, -2.7699, -7.5507], [1.0869, -4.0958, -7.0623], [-2.3666, -1.1452, -4.9937], [-0.8307, -0.4895, -4.4906], [-1.9596, 0.4518, -5.4974], [-1.6520, -0.9612, -7.4467], [-0.1643, -0.3402, -6.9411], [-0.2509, -3.0826, -8.3520], [1.0270, -1.9219, -7.9138], [1.5504, -4.6264, -7.9055], [0.3490, -4.8336, -6.7469], [1.9304, -3.9858, -6.4264], [3.7184, -0.7859, -7.5110], [3.6345, -0.8604, -6.0146], [2.9213, -2.0225, -5.5656], [2.4252, -1.8353, -4.1847], [2.1149, -3.1840, -3.5207], [4.7079, -1.1909, -7.8172], [2.9170, -1.3300, -7.9180], [3.6125, 0.2202, -7.9059], [4.6279, -0.8976, -5.6002], [3.1954, 0.0942, -5.6177], [3.1069, -1.1291, -3.6694], [1.4676, -1.2455, -4.2630], [1.1459, -3.5494, -3.6499], [2.4127, -3.1322, -2.4830], [2.8253, -3.9166, -3.9955], [5.0597, 2.0268, -1.7134], [6.2786, 2.0741, -2.5453], [6.6746, 0.7863, -2.8466], [8.0160, 0.6356, -3.3135], [8.0467, -0.7077, -4.0234], [4.2131, 1.5946, -2.2439], [5.1013, 1.5101, -0.7591], [4.8434, 3.0790, -1.4629], [6.0523, 2.6480, -3.4243], [7.1076, 2.5734, -2.0467], [8.2498, 1.4583, -3.9398], [8.7217, 0.6155, -2.4806], [7.1518, -0.9016, -4.5629], [8.1798, -1.4216, -3.2053], [8.9187, -0.6838, -4.7602], [2.2685, -2.6647, 5.0013], [3.1770, -1.9734, 4.0377], [4.1763, -2.9820, 3.8694], [4.5251, -3.5769, 5.3414], [5.3605, -2.6867, 6.0404], [4.8952, -4.9296, 5.1960], [3.1036, -3.4117, 5.9147], [1.5887, -3.4176, 4.6136], [1.6377, -1.9832, 5.6306], [3.5910, -1.0235, 4.4397], [2.6599, -1.8271, 3.1042], [3.1760, -6.5625, 2.0473], [3.7083, -5.5879, 1.0432], [2.6835, -4.5667, 0.8746], [1.2636, -5.0351, 1.4201], [0.3471, -5.1220, 0.3190], [1.0357, -4.3236, 2.6152], [1.7392, -6.4298, 1.7138], [3.4568, -6.3030, 3.0849], [3.4304, -7.6074, 1.8950], [3.7440, -5.9904, 0.0266], [4.6246, -5.0229, 1.3842], [-1.1702, -3.4051, -3.2747], [-1.2707, -4.8401, -2.8061], [-2.3807, -4.7492, -1.9244], [-3.4654, -3.9508, -2.6366], [-4.3060, -3.4971, -1.6085], [-3.9537, -4.7373, -3.7200], [-2.4579, -2.8146, -3.1885], [-0.9477, -3.3770, -4.3096], [-0.6006, -2.7129, -2.7167], [-0.4252, -5.1648, -2.2137], [-1.4149, -5.4582, -3.6443]], "mulliken_charge": [-1.698, 0.853, -0.051, 0.135, -1.375, 0.438, 0.408, 0.432, 0.184, -0.517, 0.523, -0.319, 0.482, 0.139, 0.317, -1.092, -0.093, -0.227, -0.724, -0.469, 0.011, 0.431, 0.303, 0.424, 0.141, 0.323, 0.373, 0.364, 0.260, -0.028, -1.684, 0.468, -0.559, 2.379, -0.939, 0.406, 0.276, 0.375, -0.117, 0.312, -0.413, -0.730, 0.465, -0.167, -0.015, -1.460, 0.009, -0.434, 0.404, -0.845, 0.358, 0.466, 0.328, 0.146, 0.275, 0.270, -0.113, 0.271, 0.302, 0.116, -1.232, -0.058, -0.383, 0.628, -0.135, 0.347, 0.330, 0.298, 0.280, 0.117, 0.012, -0.196, -0.175, 0.243, -0.072, -0.401, 0.378, 0.344, 0.143, -0.565, -0.461, 0.546, 0.012, -0.054, -0.301, 0.127, -0.049, 0.557, -0.037, -0.363, -0.557, -0.043, -0.363, 0.026, -1.093, -0.452, 0.343, 0.461, 0.026, 0.376, 0.108, 0.278, 0.243, 0.278, 0.322, -0.833, -0.585, -0.093, -0.213, -1.082, 0.193, 0.047, 0.488, 0.330, 0.406, 0.384, 0.147, 0.436, 0.340, 0.143, -1.175, 0.182, -0.395, 0.423, -1.358, 0.332, 0.210, 0.341, -0.026, 0.226, 0.312, -0.089, -0.034, 0.537, 0.407, -0.680, -0.407, -0.236, -0.453, -0.816, 0.134, 0.306, 0.153, 0.286, 0.373, 0.408, 0.290, 0.047, 0.288, 0.310, 0.467, 0.168, -0.306, 1.147, -0.575, -0.558, -0.386, -0.081, -0.124, 0.230, 0.050, -0.223, -0.266, -0.353, 1.198, -0.551, -0.390, -0.408, 0.145, 0.293, 0.296, 0.262, 0.108, -0.301, -0.285, 0.999, -0.474, -0.660, -0.200, -0.138, 0.331, 0.299, 0.358], "e_homo_ev": -9.1, "e_lumo_ha": 0.0087, "relative_energy_kj_mol": 78.3, "total_energy_ha": -4669.29730, "max_force_ev_per_a": 4.3}

Entry 2:
{"formula": "C46H116N8O15", "method": "the ωB97M-V functional and the def2-TZVPD basis", "elements": ["C", "O", "C", "C", "N", "C", "C", "O", "C", "H", "H", "H", "H", "H", "H", "H", "H", "H", "H", "H", "H", "H", "H", "H", "C", "O", "C", "C", "N", "C", "C", "O", "C", "H", "H", "H", "H", "H", "H", "H", "H", "H", "H", "H", "H", "H", "H", "H", "C", "O", "C", "C", "N", "C", "C", "O", "C", "H", "H", "H", "H", "H", "H", "H", "H", "H", "H", "H", "H", "H", "H", "H", "C", "O", "C", "C", "N", "C", "C", "O", "C", "H", "H", "H", "H", "H", "H", "H", "H", "H", "H", "H", "H", "H", "H", "H", "C", "O", "C", "C", "N", "C", "C", "O", "C", "H", "H", "H", "H", "H", "H", "H", "H", "H", "H", "H", "H", "H", "H", "H", "C", "O", "C", "C", "N", "C", "C", "O", "C", "H", "H", "H", "H", "H", "H", "H", "H", "H", "H", "H", "H", "H", "H", "H", "C", "O", "C", "C", "N", "C", "C", "O", "C", "H", "H", "H", "H", "H", "H", "H", "H", "H", "H", "H", "H", "H", "H", "H", "C", "C", "C", "O", "C", "N", "H", "H", "H", "H", "H", "H", "H", "H", "H", "H", "H"], "coordinates": [[1.1686, -7.5812, 3.5752], [0.3769, -6.8996, 4.5770], [-0.2594, -5.7602, 4.2460], [0.6451, -4.6914, 3.7822], [1.3374, -4.0585, 4.9244], [0.5090, -3.4024, 5.9607], [1.3146, -2.7008, 7.0552], [2.1507, -3.5717, 7.8018], [1.3969, -4.5498, 8.5210], [2.2302, -7.3358, 3.5449], [0.8992, -7.3512, 2.5444], [1.1593, -8.6643, 3.6976], [-0.8808, -5.5547, 5.1176], [-0.9963, -5.8624, 3.4494], [0.2345, -3.8741, 3.1893], [1.4299, -5.1539, 3.1836], [1.5410, -4.8567, 5.5088], [-0.3113, -4.0767, 6.2067], [-0.0349, -2.5287, 5.6018], [0.7314, -2.1029, 7.7555], [2.1277, -2.0907, 6.6620], [1.3695, -4.1338, 9.5282], [1.8761, -5.5278, 8.5652], [0.3579, -4.7110, 8.2338], [1.4688, 2.9408, -5.1816], [0.2184, 2.3012, -5.7028], [-0.9928, 2.9760, -5.5327], [-1.7138, 2.8417, -6.9362], [-2.1313, 1.5029, -7.3770], [-2.8459, 0.7249, -6.3628], [-3.1973, -0.7592, -6.7808], [-2.0355, -1.3406, -7.3599], [-2.2995, -2.5074, -8.0862], [1.8694, 3.5656, -5.9799], [2.2460, 2.2256, -4.9125], [1.3374, 3.6061, -4.3283], [-0.8466, 4.0330, -5.3101], [-1.5613, 2.4880, -4.7410], [-0.9388, 3.2018, -7.6128], [-2.5919, 3.4871, -6.9592], [-1.3148, 0.9239, -7.5121], [-3.6896, 1.2989, -5.9794], [-2.1273, 0.6437, -5.5472], [-3.9328, -0.5779, -7.5645], [-3.4700, -1.2472, -5.8451], [-2.7653, -3.2615, -7.4517], [-1.5360, -2.9236, -8.7433], [-3.0882, -2.2450, -8.7913], [0.9371, -0.0552, -2.9795], [0.6230, 0.4791, -1.6683], [0.7930, -0.4894, -0.6847], [0.4476, 0.0189, 0.6622], [-0.9556, 0.2278, 1.0630], [-1.1330, 0.7830, 2.4187], [-2.1896, 0.1404, 3.3648], [-1.5733, -0.9092, 4.1435], [-2.2724, -2.1788, 4.0782], [1.9883, -0.2213, -3.2152], [0.6584, 0.7276, -3.6849], [0.3639, -0.9546, -3.2043], [1.8525, -0.7451, -0.6999], [0.1036, -1.3220, -0.8245], [0.9488, 0.9803, 0.7746], [0.8470, -0.6086, 1.4590], [-1.5045, 0.6201, 0.3114], [-1.2087, 1.8695, 2.3755], [-0.1730, 0.6910, 2.9267], [-2.9112, -0.2342, 2.6388], [-2.6880, 0.9121, 3.9515], [-3.3362, -2.0995, 3.8544], [-2.0868, -2.7857, 4.9644], [-2.0812, -2.7984, 3.2021], [8.0976, 6.1969, -2.7285], [7.3112, 5.2375, -2.0017], [8.1484, 4.7361, -1.0263], [7.5501, 3.4293, -0.6127], [7.7862, 2.4153, -1.7027], [7.4249, 1.0523, -1.2606], [5.8900, 0.7653, -1.1772], [5.4017, 1.1067, 0.1265], [4.0453, 0.6979, 0.2155], [8.5661, 7.0782, -2.2905], [7.3884, 6.7360, -3.3566], [8.8975, 5.7710, -3.3343], [8.3349, 5.5164, -0.2885], [9.1227, 4.5893, -1.4924], [6.5022, 3.3474, -0.3242], [8.0411, 3.0852, 0.2976], [7.3179, 2.8732, -2.4716], [8.0556, 0.5757, -0.5101], [7.7182, 0.3608, -2.0504], [5.7362, -0.2789, -1.4493], [5.4485, 1.4006, -1.9452], [3.4704, 1.4624, -0.3070], [3.7924, 0.8104, 1.2697], [3.7862, -0.2859, -0.1757], [-1.3303, 5.3734, 2.0983], [-0.6943, 5.1658, 0.7671], [-0.1107, 3.8738, 0.5766], [0.7868, 3.9857, -0.6885], [1.8957, 4.9061, -0.3900], [3.2366, 4.5698, -0.8919], [4.3241, 5.4750, -0.3953], [4.1939, 6.8986, -0.5542], [5.4199, 7.5427, -0.9024], [-1.8378, 6.3265, 1.9497], [-0.5887, 5.5228, 2.8831], [-2.0298, 4.5761, 2.3496], [-0.7384, 2.9831, 0.6055], [0.4795, 3.6462, 1.4642], [0.3392, 4.3047, -1.6298], [1.1553, 2.9721, -0.8463], [1.5974, 5.8674, -0.3064], [3.3602, 4.5953, -1.9746], [3.4690, 3.5578, -0.5603], [5.1859, 5.1063, -0.9516], [4.7146, 5.3695, 0.6169], [5.3928, 8.6258, -0.7824], [5.7152, 7.1510, -1.8758], [6.2098, 7.2093, -0.2294], [2.6796, 0.3407, -7.2888], [2.3039, -0.5825, -6.2482], [1.7967, -1.6717, -6.8953], [0.9406, -2.4649, -5.9397], [1.7022, -3.0667, -4.8841], [0.7348, -3.8282, -4.0879], [1.3743, -4.4235, -2.7990], [1.5602, -3.3994, -1.8891], [2.1969, -3.6057, -0.6013], [3.0634, -0.0492, -8.2316], [3.4437, 1.0426, -6.9550], [1.8748, 0.9882, -7.6369], [2.4793, -2.4044, -7.3256], [1.1994, -1.5113, -7.7929], [0.3068, -3.1519, -6.5005], [0.2445, -1.7225, -5.5496], [2.2414, -2.4656, -4.2775], [0.2992, -4.6322, -4.6812], [-0.1282, -3.2273, -3.8009], [2.2256, -5.0727, -3.0036], [0.6665, -5.1219, -2.3525], [2.5372, -4.6363, -0.5014], [1.5688, -3.2580, 0.2190], [3.1915, -3.1779, -0.4753], [-6.8925, 0.5388, 11.3991], [-5.7592, 0.4241, 10.4200], [-6.0449, 1.0924, 9.2443], [-7.1222, 0.3913, 8.2360], [-6.8334, -1.0166, 7.9585], [-7.6231, -1.5518, 6.8449], [-6.7726, -1.2598, 5.6183], [-7.5054, -1.8680, 4.4852], [-6.8609, -1.7027, 3.1544], [-7.5355, -0.3410, 11.4215], [-7.6149, 1.2882, 11.0755], [-6.4584, 0.8032, 12.3633], [-5.1213, 1.1456, 8.6679], [-6.2982, 2.1212, 9.4999], [-7.0690, 0.9409, 7.2962], [-8.1015, 0.3494, 8.7128], [-6.5614, -1.6517, 8.6953], [-8.6522, -1.1936, 6.8700], [-7.7317, -2.6089, 7.0874], [-5.7577, -1.6489, 5.5364], [-6.7034, -0.1856, 5.4468], [-7.0166, -0.6961, 2.7664], [-7.2273, -2.4347, 2.4346], [-5.8016, -1.9568, 3.1931], [-4.0802, -2.8283, -1.2511], [-4.0296, -2.0856, -2.6689], [-3.0078, -0.8966, -2.9035], [-3.5178, 0.2326, -2.2344], [-2.8815, 1.4575, -2.3708], [-3.6112, -3.1822, -3.6320], [-4.5169, -2.1101, -0.5571], [-3.0547, -2.9782, -0.9136], [-4.5743, -3.7980, -1.1910], [-4.9869, -1.7237, -3.0438], [-2.9724, -0.5096, -3.9219], [-1.9654, -1.0983, -2.6568], [-1.8415, 1.2671, -2.1058], [-3.3087, 2.2332, -1.7352], [-3.0182, 1.7968, -3.3976], [-3.7888, -2.8440, -4.5670], [-4.1461, -3.9996, -3.3754]], "mulliken_charge": [-0.863, -0.409, -0.494, -0.153, -0.377, 0.110, -0.648, -0.381, -0.776, 0.329, 0.368, 0.284, 0.335, 0.341, 0.046, 0.346, 0.278, 0.356, -0.206, 0.382, 0.263, 0.329, 0.255, 0.299, -0.954, 0.075, 0.343, -1.093, -0.348, -0.237, -0.233, -0.068, -1.073, 0.373, 0.196, 0.303, 0.546, -0.491, 0.429, 0.386, 0.313, 0.482, -0.201, 0.572, -0.273, 0.381, 0.269, 0.386, -0.313, 0.976, -0.022, -0.923, 0.113, -0.442, -0.513, -0.246, 0.023, 0.547, -0.364, -0.466, -0.666, 0.356, 0.369, 0.476, 0.108, 0.023, 0.450, 0.229, 0.286, -0.404, 0.357, 0.190, -1.109, -0.244, -0.777, -0.231, -0.378, -1.223, -0.184, -0.405, -0.761, 0.417, 0.324, 0.419, 0.385, 0.502, -0.006, 0.436, 0.276, 0.356, 0.463, 0.492, 0.188, 0.309, 0.262, 0.405, -0.785, -0.426, -0.436, 0.204, -0.160, 0.591, -0.566, -0.433, -0.563, 0.321, 0.293, 0.235, 0.286, 0.292, 0.351, -0.420, 0.311, 0.065, -0.250, 0.054, 0.351, 0.328, 0.184, 0.210, -0.968, -0.111, -1.048, -0.348, -0.426, -0.086, -1.060, -0.188, -0.877, 0.431, 0.303, 0.256, 0.348, 0.502, 0.494, 0.143, 0.360, 0.458, -0.114, 0.439, 0.507, 0.491, 0.163, 0.310, -0.771, -0.395, -0.728, -0.350, 0.100, -0.666, -0.215, -0.380, -0.379, 0.292, 0.390, 0.280, 0.393, 0.491, 0.292, 0.396, 0.363, 0.298, 0.399, 0.369, 0.243, 0.320, 0.311, -0.075, -1.366, 0.079, 1.808, -0.545, -0.252, -0.494, 0.280, 0.284, 0.441, 0.333, -0.915, -0.439, -0.177, 0.278, 0.214, 0.086, 0.240], "spin_multiplicity": 2, "s_squared": 0.75, "e_homo_ev": [-9.1, -9.1], "e_lumo_ha": [-0.1071, -0.2808], "relative_energy_kj_mol": 71.4, "total_energy_ha": -3387.94137, "max_force_ev_per_a": 3.9, "total_charge": 1}